1.
C11H39MgN16O9 | ωB97M-V/def2-TZVPD

Positions of all 76 atoms, in Å:
Mg 0.4238 -3.1237 2.2864
C 1.1869 -0.3670 -0.2009
C -0.1526 -0.4635 0.4311
C -1.2682 -0.6947 -0.5834
O -0.2782 -1.3881 1.5219
H 1.3517 0.6713 -0.4979
H 1.4274 -0.9627 -1.0868
H 2.1246 -0.5942 0.3164
H -0.3956 0.4721 0.9435
H -2.2321 -1.1670 -0.3540
H -1.0512 -1.5569 -1.2189
H -1.6260 0.1558 -1.1587
C -0.4965 -3.4186 -4.0299
O -0.9385 -2.5459 -4.7407
N -0.0517 -3.2414 -2.7751
N -0.2601 -4.7229 -4.4008
H 0.0368 -2.2717 -2.5173
H 0.1357 -3.9899 -2.1347
H -0.6456 -5.0211 -5.2838
H 0.0736 -5.4995 -3.8577
C 2.6357 2.1109 -3.9266
O 2.0790 3.1745 -4.2346
N 2.9324 1.1586 -4.8296
N 2.9735 1.8650 -2.6399
H 3.5001 0.3851 -4.5321
H 2.8579 1.5910 -5.7386
H 3.4143 1.0450 -2.2597
H 2.4602 2.4079 -1.9631
C -3.0315 3.0517 0.8506
O -1.9006 3.4567 1.1988
N -4.0218 3.9478 0.7655
N -3.3277 1.7684 0.5568
H -4.7873 3.5556 1.3007
H -3.7709 4.8940 1.0097
H -3.9709 1.7542 -0.2191
H -3.0425 1.1182 1.2718
C -2.8642 0.2742 3.4393
O -3.6043 0.9863 4.0977
N -3.0961 -0.8553 2.6943
N -1.5684 0.6347 3.3328
H -2.3399 -1.2102 2.1270
H -4.0723 -0.9296 2.4506
H -1.2280 1.5212 3.6619
H -1.0127 0.0664 2.7086
C -2.2917 -4.5279 1.5901
O -1.1656 -4.2634 2.0799
N -3.0684 -3.7403 0.8708
N -2.8879 -5.6701 1.9492
H -4.0163 -3.9753 0.6337
H -2.6364 -2.8453 0.6849
H -3.6117 -5.8490 1.2721
H -2.4977 -6.2946 2.6337
C 5.1610 -0.7967 1.9391
O 5.4003 -0.8213 3.1527
N 4.9656 0.3346 1.2600
N 5.0787 -1.8568 1.0834
H 4.6671 1.1526 1.7883
H 4.6935 0.2339 0.2988
H 5.1551 -1.8670 0.0824
H 4.8312 -2.7429 1.4933
C 2.2095 2.3207 2.2685
O 3.4045 2.4520 2.0465
N 1.6924 1.5210 3.1818
N 1.2942 3.1548 1.7069
H 2.3522 0.8537 3.5518
H 0.6925 1.4611 3.1190
H 1.5774 3.6584 0.8871
H 0.3370 3.1474 2.0216
C -0.3550 3.6398 -2.1804
O -0.2092 4.2122 -3.2415
N 0.2494 3.8354 -0.9769
N -1.1822 2.6120 -2.0330
H -0.2132 3.5779 -0.1201
H 1.1117 4.3575 -0.9931
H -1.7802 2.2057 -2.7339
H -1.5360 2.4771 -1.0981

The LUMO energy is -6.373 eV. The HOMO energy comes out at -10.80 eV. The net charge is +1.

2.
C3H6BBrO2 | ωB97M-V/def2-TZVPD

Positions of all 13 atoms, in Å:
C -0.6207 0.9553 -0.3869
C -0.0278 -0.2295 0.3709
C 1.1100 -0.8574 -0.0695
Br 1.9112 -2.2226 0.9968
H -0.6590 0.7638 -1.4343
H -1.7016 1.1632 -0.1275
H -0.1483 1.9673 -0.1596
H -0.3794 -0.2119 1.3852
H 1.7124 -0.4131 -0.8348
O 0.6606 -1.1472 -4.0124
B 0.3419 -2.0460 -3.2845
O -0.0659 -3.0553 -2.5351
H 0.3438 -3.9300 -2.7817

As for the SMILES: C/C=C/Br.O=BO. The LUMO energy is 0.051 eV. The HOMO energy comes out at -9.20 eV. Its energy above the lowest of the compared OMol25 structures with the same formula, charge and spin is 0.874 eV.

3.
C46H66AuFN7O6P | ωB97M-V/def2-TZVPD

Positions of all 128 atoms, in Å:
Au -0.5074 0.9152 -0.2862
C -4.6444 -3.2689 4.3543
C -3.3281 -3.9177 3.9661
N -2.7458 -3.3137 2.7556
C -2.0380 -2.1820 2.9097
C -1.3830 -1.4979 1.9228
C -0.6365 -0.2929 2.4417
O -0.5169 -0.1437 3.6425
O -0.1127 0.6091 1.6424
C -1.4058 -2.0455 0.5846
O -0.8225 -1.5762 -0.3979
C -2.2029 -3.2751 0.4243
C -2.2930 -3.8447 -0.8486
C -3.0520 -4.9609 -1.0391
F -3.0649 -5.5539 -2.2510
C -3.8057 -5.5395 -0.0053
C -3.7098 -4.9811 1.2569
C -2.8804 -3.8732 1.4924
N -4.6248 -6.6628 -0.2290
C -4.4396 -7.8612 0.5569
C -5.7805 -8.5072 0.8553
N -6.4553 -8.7995 -0.4609
C -6.6117 -7.5519 -1.2956
C -5.2453 -6.9210 -1.5090
H -5.0612 -3.7586 5.2342
H -5.3703 -3.3388 3.5427
H -4.5055 -2.2147 4.5939
H -3.4479 -4.9827 3.7891
H -2.5827 -3.8267 4.7548
H -1.9642 -1.8053 3.9221
H -1.7332 -3.4106 -1.6662
H -4.3227 -5.3866 2.0480
H -3.9274 -7.6427 1.4905
H -3.8117 -8.5895 0.0148
H -6.4430 -7.8257 1.3865
H -5.6926 -9.4456 1.3989
H -7.3618 -9.2420 -0.3084
H -5.8885 -9.4750 -0.9805
H -7.2757 -6.8943 -0.7373
H -7.0817 -7.8479 -2.2315
H -5.3896 -5.9972 -2.0630
H -4.6321 -7.5813 -2.1403
O 1.3433 0.1778 -0.6560
P 2.5071 0.3207 -1.6656
C 3.9663 0.2270 -0.5939
C 5.3242 0.1178 -1.3362
C 5.9508 -1.2618 -1.1588
C 6.2353 -1.5608 0.3150
C 5.1186 -1.0301 1.2320
C 3.8037 -0.8689 0.4771
C 2.3876 1.9379 -2.4814
C 3.3860 2.2964 -3.6002
C 3.3324 3.8024 -3.8422
C 3.9042 4.5695 -2.6429
C 3.6544 3.8174 -1.3296
C 2.3401 3.0450 -1.3890
C 2.4452 -1.0942 -2.8043
C 1.0168 -1.2820 -3.3742
C 0.9108 -0.7048 -4.7803
C 1.8241 -1.4620 -5.7567
C 3.0439 -2.0534 -5.0421
C 3.5077 -1.1213 -3.9270
H 3.9355 1.1830 -0.0588
H 6.0041 0.8724 -0.9324
H 5.2265 0.3490 -2.3977
H 6.8719 -1.3250 -1.7402
H 5.2807 -2.0213 -1.5731
H 7.1886 -1.1115 0.5998
H 6.3549 -2.6373 0.4486
H 5.4000 -0.0564 1.6446
H 4.9813 -1.6915 2.0880
H 2.9906 -0.5971 1.1486
H 3.5221 -1.8239 0.0208
H 1.3966 1.8857 -2.9405
H 3.1205 1.7635 -4.5131
H 4.4108 2.0127 -3.3474
H 2.2905 4.0872 -4.0169
H 3.8733 4.0586 -4.7532
H 3.4537 5.5627 -2.5951
H 4.9766 4.7249 -2.7747
H 3.6492 4.5115 -0.4879
H 4.4735 3.1171 -1.1369
H 1.5265 3.7332 -1.6364
H 2.0924 2.6292 -0.4084
H 2.6588 -1.9311 -2.1273
H 0.2707 -0.8436 -2.7148
H 0.8029 -2.3542 -3.3986
H 1.1627 0.3596 -4.7521
H -0.1252 -0.7335 -5.1187
H 2.1559 -0.7849 -6.5469
H 1.2673 -2.2594 -6.2529
H 3.8568 -2.2264 -5.7480
H 2.8021 -3.0300 -4.6115
H 3.6649 -0.1281 -4.3520
H 4.4678 -1.4440 -3.5264
N -1.1943 3.4943 3.2327
C -1.8150 4.4688 2.5578
N -1.9600 5.6678 3.1158
N -2.2954 4.3185 1.3135
C -2.1339 3.1484 0.8147
N -1.9749 2.0859 0.3713
H -0.8779 3.6265 4.1775
H -1.1300 2.5582 2.8518
H -1.6315 5.8764 4.0418
H -2.4082 6.3911 2.5791
C -6.7901 2.5797 -0.5923
C -5.4757 2.2910 -1.2596
C -4.6390 3.3240 -1.6690
C -3.4058 3.0725 -2.2529
C -2.5019 4.1996 -2.6703
C -3.0103 1.7459 -2.4282
C -3.8413 0.6895 -2.0678
C -3.4364 -0.7275 -2.3741
C -5.0639 0.9795 -1.4778
C -1.6772 1.4884 -3.0524
O -1.4654 1.4822 -4.2387
O -0.6208 1.2945 -2.2404
H -7.1329 3.5902 -0.8109
H -6.7078 2.4853 0.4929
H -7.5603 1.8830 -0.9241
H -4.9536 4.3526 -1.5278
H -2.9379 5.1631 -2.4129
H -2.3179 4.1764 -3.7455
H -1.5258 4.1301 -2.1793
H -3.4232 -0.8924 -3.4541
H -4.1369 -1.4363 -1.9312
H -2.4342 -0.9608 -2.0038
H -5.7230 0.1630 -1.2005

The LUMO energy is -5.216 eV. The HOMO energy comes out at -12.02 eV. The net charge is +2. Its energy above the lowest of the compared OMol25 structures with the same formula, charge and spin is 0.000 eV.

4.
C5H7NO | ωB97M-V/def2-TZVPD

Positions of all 14 atoms, in Å:
H 3.4803 -0.3741 0.6529
N 2.8259 -0.9031 0.0760
C 1.6893 -0.3500 0.0895
C 0.4524 -0.8458 -0.5334
C -0.5538 -0.0352 -0.2071
C -2.0213 -0.2320 -0.3926
C 0.0258 1.1472 0.5259
O 1.3867 0.8059 0.7660
H 0.4145 -1.7690 -1.0973
H -2.5117 -0.2052 0.5889
H -2.4849 0.5470 -1.0073
H -2.2262 -1.2063 -0.8439
H -0.4779 1.3651 1.4746
H 0.0008 2.0556 -0.0921

As for the SMILES: [H]/N=C1/C=C(C)CO1. The LUMO energy is 0.791 eV. The HOMO energy comes out at -9.26 eV. Its energy above the lowest of the compared OMol25 structures with the same formula, charge and spin is 0.684 eV.

5.
C2H2HgO2 | ωB97M-V/def2-TZVPD

Positions of all 7 atoms, in Å:
C 0.9066 0.1830 0.3389
C 1.1348 -0.0692 -0.8536
O -1.6106 -0.5778 -1.3079
Hg -2.0098 -0.2097 0.3918
H 1.8286 -0.2635 -1.6585
O -0.1995 0.2218 1.1353
H -0.0501 0.7155 1.9540

The LUMO energy (spin up / spin down) is -1.644 / -1.644 eV. The HOMO energy (spin up / spin down) comes out at -8.62 / -8.62 eV. Its energy above the lowest of the compared OMol25 structures with the same formula, charge and spin is 2.089 eV.

- What is the formula in the first record?
  C11H39MgN16O9